DFT (wB97M-V/def2-TZVPD) results for 3 unconnected molecules or ions with the total composition C5H15N2O in a non-equilibrium geometry.

Cartesian coordinates (Å):
C -1.504 -3.106 0.861
N -0.520 0.146 0.754
C 0.865 -0.326 0.784
C 1.851 0.752 0.274
O 3.237 0.394 0.466
C -1.993 -3.220 -0.391
N -1.349 1.818 -1.708
C -0.755 2.807 -0.874
H -1.120 -2.127 1.185
H -1.236 -3.991 1.432
H -0.860 0.674 1.574
H 0.936 -1.030 0.039
H 1.139 -0.886 1.698
H 1.529 1.675 0.874
H 1.683 0.911 -0.798
H 3.795 0.816 -0.230
H -2.343 -2.408 -0.892
H -1.998 -4.142 -0.924
H -1.234 1.039 -1.052
H -2.334 1.950 -1.927
H -0.563 3.681 -1.493
H -1.180 3.125 0.134
H 0.182 2.374 -0.594

## Properties
Strongest force on any atom, eV Å⁻¹: 3.53
HOMO-LUMO gap, eV: 4.108
Net charge: +1
Lowest unoccupied orbital energy, eV: -9.2312